A structure of composition C29H41HfN6O3SSi2, computed with the ωB97M-V functional and the def2-TZVPD basis.

Geometry as XYZ:
```
83
Properties=species:S:1:pos:R:3:forces:R:3
Hf -0.079 1.226 -0.365 0.242 0.006 0.144
C 2.940 -1.662 -0.316 -0.255 -0.127 -0.016
Si 3.363 0.155 -0.445 0.003 -0.132 0.061
C 4.339 0.412 1.127 0.125 0.193 0.154
C 4.371 0.217 -2.010 0.153 0.161 -0.191
N 1.985 1.272 -0.526 0.404 0.246 0.024
C 2.378 2.672 -0.554 0.120 -0.128 -0.048
C 3.705 3.093 -0.580 0.031 -0.078 -0.013
C 4.063 4.434 -0.602 0.030 -0.034 0.000
C 3.078 5.398 -0.602 -0.036 0.043 0.004
C 1.749 5.001 -0.587 -0.084 0.052 -0.009
C 1.374 3.662 -0.566 -0.155 0.104 -0.046
N -0.004 3.250 -0.563 0.218 0.088 0.000
Si -1.254 4.524 -0.533 -0.041 -0.122 -0.006
C -1.215 5.570 -2.066 0.164 0.147 -0.213
C -2.918 3.719 -0.510 -0.218 -0.165 -0.008
C -1.130 5.524 1.030 0.163 0.157 0.194
H 3.909 -2.165 -0.224 -0.083 0.037 -0.014
H 2.446 -2.050 -1.210 0.051 -0.006 0.105
H 2.355 -1.903 0.576 0.031 -0.059 -0.078
H 5.041 -0.418 1.255 -0.039 0.050 0.010
H 3.651 0.399 1.980 0.062 -0.030 -0.036
H 4.905 1.342 1.181 -0.039 -0.093 0.053
H 5.025 -0.658 -2.055 -0.035 0.049 -0.011
H 4.993 1.106 -2.126 -0.037 -0.107 -0.054
H 3.697 0.179 -2.873 0.059 -0.024 0.035
H 4.503 2.368 -0.594 -0.048 0.095 0.016
H 5.110 4.709 -0.624 -0.038 -0.021 0.000
H 3.328 6.451 -0.622 -0.018 -0.037 0.000
H 0.985 5.764 -0.603 0.110 -0.036 0.013
H -1.239 4.932 -2.955 -0.020 0.058 0.039
H -0.338 6.215 -2.145 -0.106 -0.025 -0.067
H -2.104 6.208 -2.088 0.053 -0.051 -0.003
H -3.069 3.072 -1.375 -0.073 -0.043 0.061
H -3.683 4.501 -0.572 0.110 -0.030 0.035
H -3.116 3.157 0.406 -0.040 -0.038 -0.079
H -0.266 6.191 1.062 -0.098 -0.034 0.070
H -1.067 4.858 1.897 -0.027 0.054 -0.031
H -2.031 6.135 1.140 0.054 -0.053 -0.001
C -3.532 -5.744 -0.905 -0.006 0.082 0.008
C -3.330 -4.252 -0.837 -0.077 -0.026 0.001
C -3.536 -3.556 0.355 -0.052 -0.004 -0.029
C -3.374 -2.180 0.416 0.040 -0.011 -0.039
C -2.993 -1.498 -0.732 0.137 -0.084 0.016
C -2.784 -2.161 -1.932 0.007 0.027 -0.048
C -2.955 -3.535 -1.973 -0.035 -0.069 -0.033
S -2.815 0.246 -0.648 -0.176 0.091 0.286
O -4.126 0.794 -0.663 -0.071 0.156 -0.029
O -1.857 0.663 -1.722 -0.047 0.067 0.097
N -1.897 0.605 0.578 -0.674 -0.080 0.146
C -1.721 0.848 1.918 -0.079 -0.179 -0.048
C -2.634 0.805 2.955 -0.184 -0.014 0.073
C -2.158 1.068 4.228 0.049 0.020 0.057
C -0.812 1.360 4.426 -0.101 -0.013 0.089
C 0.021 1.411 3.329 0.230 0.178 -0.130
N -0.422 1.169 2.094 -0.102 -0.107 -0.546
H -3.527 -6.192 0.087 -0.001 0.001 -0.010
H -2.758 -6.223 -1.506 0.001 0.006 0.002
H -4.492 -5.979 -1.371 0.027 0.023 0.019
H -3.833 -4.097 1.246 0.009 0.018 -0.041
H -3.535 -1.648 1.349 0.003 -0.054 -0.075
H -2.477 -1.610 -2.814 -0.036 -0.032 0.067
H -2.798 -4.062 -2.908 -0.013 0.028 0.046
H -3.677 0.594 2.755 0.040 -0.008 0.037
H -2.838 1.047 5.071 0.019 0.000 -0.028
H -0.418 1.562 5.413 -0.026 -0.005 -0.038
H 1.070 1.667 3.420 -0.022 -0.013 -0.005
N -0.023 -1.121 -0.535 0.390 0.200 0.032
C -0.005 -2.274 -0.465 0.064 -0.624 -0.066
N 0.020 -3.573 -0.405 -0.041 0.192 0.178
C -0.256 -4.295 0.855 -0.003 0.038 -0.184
C 0.973 -5.094 1.237 0.071 -0.047 -0.139
O 1.354 -5.947 0.171 -0.011 0.064 -0.003
C 1.726 -5.211 -0.985 -0.039 -0.037 0.138
C 0.548 -4.408 -1.501 -0.099 0.082 0.044
H -1.091 -4.974 0.669 -0.027 0.036 0.014
H -0.541 -3.583 1.627 0.007 0.026 -0.017
H 0.750 -5.727 2.092 0.025 -0.057 0.030
H 1.796 -4.420 1.497 0.066 0.031 0.014
H 2.037 -5.932 -1.737 0.030 -0.052 0.003
H 2.564 -4.545 -0.757 0.045 0.024 0.023
H -0.252 -5.084 -1.813 -0.029 0.030 -0.027
H 0.827 -3.775 -2.341 -0.003 0.028 0.020
```
Forces are in eV/Å.

Energy relative to the best compared isomer or geometry (same formula, charge and spin) in eV: 0.510
Largest force on an atom in eV/A: 0.7
Kohn-Sham gap in eV: 7.08
Molecular weight in g/mol: 788.41
Multiplicity: 1
Charge: +1